{"formula": "C12H10N10Re", "method": "ωB97M-V with the def2-TZVPD basis set", "multiplicity": 4, "molar_mass_g_mol": 480.5, "lumo_energy_ev": [-17.01, -17.84], "e_homo_ha": [-0.8600, -0.8589], "de_lowest_kj_mol": 0.0, "charge": 4, "symbols": ["Re", "N", "N", "N", "N", "N", "N", "N", "N", "N", "N", "C", "C", "C", "C", "C", "C", "C", "C", "C", "C", "C", "C", "H", "H", "H", "H", "H", "H", "H", "H", "H", "H"], "coordinates": [[-0.0251, 0.3618, 0.0674], [-0.1389, 0.5852, 2.0736], [1.5219, 2.1942, -3.2545], [-0.2081, 1.0820, 4.1519], [0.2944, 1.6450, -1.4699], [-1.7221, -0.7772, 0.5569], [-4.0282, -2.0561, 1.2765], [-1.3225, 0.3137, 3.9486], [3.7745, -1.5292, -2.2449], [0.5229, 3.1007, -3.0200], [1.6185, -0.5143, -0.9049], [3.2020, -0.3980, -2.6687], [-2.4248, -1.4489, -0.3736], [-0.2120, 2.8116, -1.9861], [0.5047, 1.2632, 3.0779], [-3.6037, -2.0953, 0.0204], [-3.3179, -1.3994, 2.2003], [-2.1541, -0.7460, 1.8506], [1.3742, 1.3326, -2.3194], [3.2930, -2.1518, -1.1768], [2.1899, -1.6515, -0.4717], [-1.2709, 0.0269, 2.7023], [2.1118, 0.1262, -2.0024], [3.7736, -3.0689, -0.8531], [0.4258, 3.9051, -3.6464], [3.6098, 0.0975, -3.5446], [-1.0529, 3.3926, -1.6265], [-2.0659, -1.4853, -1.3965], [-4.1940, -2.6428, -0.7062], [1.7919, -2.1549, 0.4020], [-0.0156, 1.4391, 5.0923], [1.4259, 1.8306, 3.0211], [-3.6778, -1.3889, 3.2243]], "lowdin_charge": [1.931, -0.089, 0.259, 0.162, -0.091, -0.083, 0.216, 0.259, 0.215, 0.162, -0.078, 0.060, -0.001, 0.006, 0.006, 0.021, 0.060, -0.146, -0.262, 0.021, -0.001, -0.259, -0.147, 0.163, 0.231, 0.171, 0.183, 0.144, 0.163, 0.143, 0.231, 0.183, 0.171]}